DFT (the ωB97M-V functional and the def2-TZVPD basis) results for one molecule with the formula C4H10S2 at a distorted geometry.

Last column: Mulliken charge in e.
Cartesian coordinates (Å):
S  -1.2220  -0.7218  -1.3325  -0.07
S  0.4464  -1.9277  -1.5981  -0.07
C  0.0015  2.3236  -0.3409  -1.26
C  0.1555  1.0010  0.4634  -0.09
C  0.8651  -2.5115  0.1070  -0.76
C  -1.0371  0.0687  0.2995  -0.92
H  -1.3683  -0.6286  1.0653  0.45
H  -0.4259  2.2680  -1.3453  0.34
H  1.0807  0.5167  0.1349  0.29
H  0.9676  2.8181  -0.3799  0.35
H  0.0390  -3.1329  0.4474  0.26
H  -1.9291  0.6758  0.0559  0.34
H  1.6796  -3.2062  -0.1162  0.32
H  -0.7019  2.9266  0.2273  0.33
H  1.1475  -1.7157  0.7929  0.24
H  0.3015  1.2461  1.5193  0.27

Forces on atoms 1 to 2 (eV/Å):
S 0.2 -0.6 0.1
S 0.6 0.3 0.7

Calculated values
**Structure (SMILES)**: CCCSSC
**2S+1**: 1
**E_tot**: -954.7574 hartree
**HOMO**: -7.92 eV
**Frontier orbital gap**: 8.7370 eV
**E_LUMO**: 0.82 eV
**ΔE to the lowest compared entry with this formula, charge and spin**: 16.4 kcal/mol

DFT (the ωB97M-V functional and the def2-TZVPD basis) results for a 2-piece molecular cluster, C4H10S2 overall at a distorted geometry.

Last column: Mulliken charge in e.
Cartesian coordinates (Å):
S  0.1898  -0.2852  -0.8912  -0.19
S  -1.6329  -0.7469  -1.9126  -0.03
C  -1.9067  -2.4486  -1.2713  -0.77
C  1.2836  1.9101  2.4736  0.10
C  1.9875  0.6268  2.9248  -1.02
C  1.6309  2.7196  1.3974  -0.78
H  2.6047  2.4407  1.0837  0.29
H  1.2746  -0.2254  2.8536  0.20
H  -1.0260  -3.1081  -1.0734  0.29
H  -2.3693  -2.2136  -0.2722  0.29
H  -2.7210  -3.0052  -1.9147  0.26
H  0.5204  2.1925  3.1642  0.32
H  2.8467  0.3918  2.2678  0.29
H  2.3550  0.5743  3.9351  0.33
H  0.9613  3.5215  1.2942  0.28
H  0.6720  -0.9031  0.3758  0.13

Forces on atoms 1 to 2 (eV/Å):
S 1.5 0.1 0.7
S 1.0 -1.2 1.2

Calculated values
**Structure (SMILES)**: C=CC.CSS
**2S+1**: 1
**E_tot**: -954.6687 hartree
**HOMO**: -8.30 eV
**Frontier orbital gap**: 8.0522 eV
**E_LUMO**: -0.25 eV
**ΔE to the lowest compared entry with this formula, charge and spin**: 72.1 kcal/mol

DFT (the ωB97M-V functional and the def2-TZVPD basis) results for one molecule with the formula C4H10S2 at a distorted geometry.

Last column: Mulliken charge in e.
Cartesian coordinates (Å):
S  1.1062  0.2701  0.9510  -0.12
S  2.6796  0.1594  -0.1775  -0.07
C  -0.5582  0.1755  0.2679  -0.74
C  -1.1396  -1.2613  0.3094  -0.34
C  -2.6985  -1.2148  0.3392  -0.97
C  3.2701  1.7569  -0.8209  -0.75
H  -2.9680  -1.5994  1.3655  0.23
H  -3.0035  -0.1874  0.1593  0.32
H  -1.2468  0.7564  1.0080  0.27
H  -3.2127  -1.9244  -0.3938  0.28
H  -0.8737  -2.0024  1.1297  0.35
H  4.0211  2.1273  -0.1561  0.27
H  2.4277  2.4782  -0.9288  0.25
H  -0.5725  0.6089  -0.6607  0.43
H  -0.8418  -1.6578  -0.5945  0.28
H  3.6105  1.5149  -1.7978  0.29

Forces on atoms 1 to 2 (eV/Å):
S -0.8 0.9 2.8
S 1.1 -1.0 -1.8

Calculated values
**Structure (SMILES)**: CCCSSC
**2S+1**: 1
**E_tot**: -954.7316 hartree
**HOMO**: -8.51 eV
**Frontier orbital gap**: 9.4223 eV
**E_LUMO**: 0.91 eV
**ΔE to the lowest compared entry with this formula, charge and spin**: 32.6 kcal/mol

DFT (the ωB97M-V functional and the def2-TZVPD basis) results for a 2-piece molecular cluster, C4H10S2Si overall at a distorted geometry.

Last column: Mulliken charge in e.
Cartesian coordinates (Å):
S  -1.4064  0.4831  2.2055  -0.38
S  -4.2610  -0.8530  0.0614  0.03
Si  -0.2171  -0.0048  0.4293  0.57
C  -0.6978  -1.7992  0.0139  -1.02
C  1.6384  0.3152  0.5354  -1.13
C  -0.6857  1.1270  -1.1110  -1.18
C  -3.6197  -1.2419  -1.2854  -0.08
H  -0.9863  -2.3389  0.7796  0.46
H  -0.6323  2.1436  -0.8555  0.36
H  -1.6284  1.8358  2.1329  0.13
H  0.2058  -2.4215  -0.4907  0.27
H  2.0810  0.4553  1.5106  0.35
H  2.2383  -0.4924  0.1209  0.35
H  -1.5303  -1.8947  -0.7912  0.23
H  1.9729  1.1278  -0.1066  0.33
H  -0.1892  0.7327  -2.0042  0.32
H  -1.6563  1.0359  -1.4954  0.39

Forces on atoms 1 to 2 (eV/Å):
S 0.0 0.4 -0.1
S 0.4 -0.3 -1.0

Calculated values
**2S+1**: 1
**E_tot**: -1244.2045 hartree
**HOMO**: -9.45 eV
**Frontier orbital gap**: 9.3472 eV
**E_LUMO**: -0.10 eV
**ΔE to the lowest compared entry with this formula, charge and spin**: 51.1 kcal/mol

DFT (the ωB97M-V functional and the def2-TZVPD basis) results for a 2-piece molecular cluster, C4H10S3 overall at a distorted geometry.

Last column: Mulliken charge in e.
Cartesian coordinates (Å):
S  -1.7224  0.3139  -0.2519  0.11
S  0.6017  1.9191  1.3688  -0.10
S  0.9444  -0.9742  1.9434  -0.15
C  1.0608  0.5734  -1.7628  -1.20
C  1.5558  -0.0384  -0.5021  -0.71
C  0.6063  0.2170  0.6844  0.15
C  -2.5139  -1.0524  0.4433  -0.66
H  -1.8397  -0.1846  -1.4861  0.12
H  2.5025  0.2754  -0.1425  0.44
H  1.5276  -1.2147  -0.6177  0.31
H  -2.6881  -1.1619  1.4884  0.32
H  -3.0729  -1.8140  -0.1284  0.28
H  0.0025  -0.4327  2.8066  0.08
H  0.6644  1.5904  -1.6797  0.32
H  0.4002  -0.2044  -2.2580  0.26
H  1.9518  0.6136  -2.4529  0.32
H  0.0190  1.5744  2.5472  0.12

Forces on atoms 1 to 2 (eV/Å):
S -1.1 -1.5 0.7
S -0.1 -0.6 -0.3

Calculated values
**2S+1**: 1
**E_tot**: -1352.7987 hartree
**HOMO (spin up / spin down)**: -7.29 / -6.82 eV
**Frontier orbital gap (spin up / spin down)**: 7.5049 / 7.1489 eV
**E_LUMO (spin up / spin down)**: 0.22 / 0.33 eV
**ΔE to the lowest compared entry with this formula, charge and spin**: 103.9 kcal/mol

DFT (the ωB97M-V functional and the def2-TZVPD basis) results for an isolated ion of composition C4H11BN and charge +1 at a distorted geometry.

Last column: Mulliken spin population.
Cartesian coordinates (Å):
N  -0.1339  -0.7557  -1.2198  0.00
C  0.5844  -1.1829  0.0937  0.01
C  -0.2213  0.8103  1.3155  0.39
C  -0.2743  -0.6593  1.1677  0.00
C  0.0829  0.6398  -1.4418  0.21
B  -0.2861  1.6937  0.0123  1.12
H  -0.3917  3.0439  0.2176  0.04
H  1.5599  -0.7254  0.1897  0.00
H  0.7438  -2.3046  0.1040  0.00
H  -1.0903  -1.0601  -1.2178  0.00
H  0.0579  -1.1280  2.0228  0.05
H  0.7954  1.0194  1.7405  0.06
H  -0.9644  0.9801  2.1107  0.04
H  -1.3063  -1.0834  0.9195  0.00
H  -0.5938  1.0846  -2.2592  0.03
H  0.2977  -1.1772  -1.9671  0.00
H  1.1400  0.8050  -1.7882  0.03

Forces on atoms 1 to 2 (eV/Å):
N 1.1 0.2 2.3
C 0.2 -1.6 -0.8

Calculated values
**2S+1**: 3
**E_tot**: -238.1126 hartree
**HOMO (spin up / spin down)**: -10.11 / -14.88 eV
**Expectation value of S²**: 2.00
**Frontier orbital gap (spin up / spin down)**: 6.7553 / 6.3034 eV
**Net charge**: +1
**E_LUMO (spin up / spin down)**: -3.35 / -8.57 eV
**ΔE to the lowest compared entry with this formula, charge and spin**: 0.0 kcal/mol

DFT (the ωB97M-V functional and the def2-TZVPD basis) results for C4H11CaCl2Tl as an isolated structure at a distorted geometry.

Last column: Mulliken charge in e.
Cartesian coordinates (Å):
Tl  -0.0351  0.2558  0.5423  0.59
Ca  0.5202  0.3238  -2.9561  1.03
Cl  1.9253  0.0981  1.9328  -0.63
Cl  -0.3350  2.4550  -0.5420  -0.61
C  2.8014  0.8958  -3.3905  -1.36
C  0.4864  -1.5155  -1.6287  -1.19
C  -1.0217  0.0524  -4.7732  -1.33
C  -2.1338  -0.2637  0.9553  -0.97
H  -2.5874  0.7509  0.9539  0.22
H  3.0750  1.8488  -2.8982  0.23
H  -2.5126  -0.9011  0.1008  0.20
H  1.3743  -1.9778  -1.0958  0.19
H  -1.3885  -0.9843  -4.7296  0.22
H  -0.4648  0.2230  -5.7136  0.21
H  -2.1470  -0.7710  1.9243  0.27
H  2.9298  0.9827  -4.4845  0.24
H  3.4323  0.0822  -2.9942  0.22
H  -1.8661  0.7564  -4.6963  0.23
H  -0.3376  -2.1801  -1.3388  0.27

Forces on atoms 1 to 2 (eV/Å):
Tl 0.0 -2.9 -2.8
Ca -0.1 0.9 0.2

Calculated values
**2S+1**: 1
**E_tot**: -1929.3603 hartree
**HOMO**: 0.25 eV
**Frontier orbital gap**: 4.6474 eV
**Net charge**: -2
**E_LUMO**: 4.90 eV
**ΔE to the lowest compared entry with this formula, charge and spin**: 0.0 kcal/mol

DFT (the ωB97M-V functional and the def2-TZVPD basis) results for a 2-piece molecular cluster, C4H11Cl2FN3 overall at a distorted geometry.

Last column: Mulliken charge in e.
Cartesian coordinates (Å):
Cl  -0.0158  -2.9737  0.2357  -0.16
Cl  -2.8653  -2.4512  0.0999  -0.10
F  1.5728  0.0971  -2.4265  -0.18
N  -0.0663  1.5973  -0.2067  -0.39
N  1.2727  -0.2648  0.2168  -0.23
N  0.4272  -0.6230  -2.6036  -0.42
C  -1.2500  -1.7723  -0.2221  0.21
C  0.1157  0.3225  0.1401  0.35
C  -1.1163  -0.4147  0.5418  -0.23
C  -1.0662  -0.6216  2.0911  -1.41
H  -1.9727  0.2764  0.3626  0.47
H  0.0391  -0.2442  -3.5788  0.27
H  1.4550  -1.1676  0.7632  0.23
H  -1.2217  0.3069  2.6425  0.39
H  -0.9947  1.8670  -0.4998  0.26
H  2.1621  0.3030  -0.0442  0.32
H  0.7457  -1.5371  -2.7291  0.27
H  -0.1211  -1.0038  2.3935  0.39
H  -0.8767  -1.5266  -1.2728  0.26
H  0.6710  2.0600  -0.7678  0.27
H  -1.7277  -1.3353  2.4352  0.44

Forces on atoms 1 to 2 (eV/Å):
Cl 0.0 -0.3 0.4
Cl 0.6 0.4 -0.7

Calculated values
**2S+1**: 1
**E_tot**: -1343.2132 hartree
**HOMO**: -14.20 eV
**Frontier orbital gap**: 10.8977 eV
**Net charge**: +1
**E_LUMO**: -3.30 eV
**ΔE to the lowest compared entry with this formula, charge and spin**: 22.4 kcal/mol